Model w:
{"formula": "C40H110N10O10", "method": "ωB97M-V/def2-TZVPD", "species": ["C", "C", "C", "O", "C", "N", "H", "H", "H", "H", "H", "H", "H", "H", "H", "H", "H", "C", "C", "C", "O", "C", "N", "H", "H", "H", "H", "H", "H", "H", "H", "H", "H", "H", "C", "C", "C", "O", "C", "N", "H", "H", "H", "H", "H", "H", "H", "H", "H", "H", "H", "C", "C", "C", "O", "C", "N", "H", "H", "H", "H", "H", "H", "H", "H", "H", "H", "H", "C", "C", "C", "O", "C", "N", "H", "H", "H", "H", "H", "H", "H", "H", "H", "H", "H", "C", "C", "C", "O", "C", "N", "H", "H", "H", "H", "H", "H", "H", "H", "H", "H", "H", "C", "C", "C", "O", "C", "N", "H", "H", "H", "H", "H", "H", "H", "H", "H", "H", "H", "C", "C", "C", "O", "C", "N", "H", "H", "H", "H", "H", "H", "H", "H", "H", "H", "H", "C", "C", "C", "O", "C", "N", "H", "H", "H", "H", "H", "H", "H", "H", "H", "H", "H", "C", "C", "C", "O", "C", "N", "H", "H", "H", "H", "H", "H", "H", "H", "H", "H", "H"], "xyz": [[-3.29692, 3.60526, -0.73007], [-4.32283, 4.12872, -1.76480], [-3.99555, 5.50242, -2.26546], [-3.95271, 6.39658, -1.21426], [-5.23401, 6.88565, -1.02295], [-4.29553, 3.12572, -2.90613], [-3.71508, 2.74577, -0.15414], [-3.00224, 4.38360, -0.03782], [-2.45485, 3.24810, -1.29095], [-5.30289, 4.21789, -1.27875], [-4.68390, 5.81294, -3.04189], [-3.01246, 5.47917, -2.72146], [-5.19047, 7.43999, -0.08982], [-5.92168, 6.08393, -0.87603], [-5.52040, 7.58219, -1.79776], [-4.68438, 2.23096, -2.58712], [-4.87907, 3.44125, -3.69482], [3.63044, 1.26507, 2.35768], [3.39161, 2.32872, 3.32966], [3.27734, 3.61905, 2.56429], [4.49024, 3.98859, 1.90965], [4.18546, 5.00920, 0.98692], [2.05507, 2.16167, 3.93812], [4.49876, 1.42678, 1.71350], [2.74497, 1.15837, 1.74285], [3.78472, 0.33763, 2.87586], [4.19556, 2.42460, 4.09075], [2.89279, 4.41098, 3.24421], [2.57933, 3.56983, 1.72826], [5.10489, 5.32741, 0.47310], [3.73401, 5.90453, 1.40402], [3.55706, 4.54089, 0.23367], [2.12842, 1.39240, 4.61598], [1.97363, 2.89320, 4.63243], [0.99642, 1.48269, -3.09759], [0.02881, 0.78136, -4.03829], [-1.09889, 1.70277, -4.50955], [-0.61675, 2.95536, -4.94567], [-1.62549, 3.67629, -5.65077], [0.78809, 0.25662, -5.27774], [0.45454, 1.95546, -2.27886], [1.46451, 2.22852, -3.75830], [1.75489, 0.82154, -2.67496], [-0.42950, -0.05262, -3.52154], [-1.88234, 1.92124, -3.74347], [-1.64136, 1.18296, -5.30554], [-1.26348, 4.70595, -5.76279], [-2.51700, 3.73975, -5.03931], [-1.80842, 3.25291, -6.64077], [0.14160, -0.08840, -5.97317], [1.25367, 1.07119, -5.68235], [-4.01683, -0.71325, 3.39271], [-3.79783, -1.22351, 4.80815], [-2.62465, -2.17848, 4.86974], [-2.29473, -2.47585, 6.22125], [-1.30982, -3.44413, 6.30478], [-3.62838, -0.06966, 5.75674], [-4.30785, -1.51046, 2.74543], [-2.99207, -0.42368, 3.08978], [-4.63190, 0.19139, 3.50509], [-4.64398, -1.77134, 5.25692], [-1.72670, -1.73313, 4.43922], [-2.84087, -3.07189, 4.25988], [-1.70526, -4.43348, 6.02099], [-0.94489, -3.54256, 7.30798], [-0.45237, -3.33945, 5.64142], [-3.35153, -0.29042, 6.69727], [-2.92821, 0.59907, 5.43430], [7.18896, -4.56551, -1.56535], [5.78555, -4.41636, -1.09030], [5.69879, -2.97483, -0.63537], [6.45362, -2.77208, 0.51221], [6.51996, -1.38292, 0.72476], [4.76513, -4.60368, -2.13077], [7.29200, -5.65684, -1.66940], [7.83530, -4.25048, -0.77022], [7.34434, -4.07118, -2.54044], [5.51331, -5.06024, -0.26085], [4.64889, -2.73318, -0.48803], [6.18960, -2.30757, -1.34874], [6.99128, -1.22919, 1.70588], [5.51268, -0.93983, 0.60708], [7.17994, -0.97295, -0.08163], [4.95198, -3.95093, -2.90364], [4.88107, -5.53709, -2.56149], [-5.24236, -1.69406, -0.76358], [-4.77956, -0.43491, -1.55196], [-3.81714, -0.80374, -2.58957], [-4.31366, -1.83339, -3.38657], [-3.37405, -2.25513, -4.30317], [-5.89539, 0.36870, -2.05419], [-5.72812, -2.31876, -1.52940], [-5.97535, -1.42423, 0.00630], [-4.44711, -2.22137, -0.25234], [-4.29673, 0.24231, -0.84096], [-2.89133, -1.15933, -2.08506], [-3.55321, 0.13366, -3.08858], [-3.81175, -3.08889, -4.81531], [-2.45210, -2.66169, -3.84991], [-3.16526, -1.37119, -4.91909], [-6.50802, 0.61622, -1.30070], [-6.43963, -0.19691, -2.70281], [1.08001, -3.21644, -4.47222], [2.60290, -3.52212, -4.64604], [2.84989, -3.44609, -6.15862], [4.14493, -3.73490, -6.51129], [4.22475, -3.76151, -7.88875], [3.52797, -2.60060, -3.96619], [0.42078, -3.68236, -5.22423], [0.88123, -2.16002, -4.36120], [0.79036, -3.71814, -3.55405], [2.77201, -4.49873, -4.16871], [2.64942, -2.38725, -6.39071], [2.12239, -4.07764, -6.68367], [3.84478, -2.80205, -8.28630], [3.63600, -4.59049, -8.36347], [5.28138, -3.87441, -8.17285], [3.48312, -1.66209, -4.38702], [3.42680, -2.57712, -2.95913], [-2.93304, 3.72356, 5.63597], [-2.35753, 3.22559, 4.27828], [-1.84617, 4.37513, 3.46025], [-0.82916, 5.05656, 4.06831], [-0.24945, 6.03247, 3.25511], [-1.26536, 2.21032, 4.53821], [-2.01252, 4.12325, 6.04343], [-3.36407, 2.88437, 6.16811], [-3.66084, 4.52624, 5.53169], [-3.13545, 2.76147, 3.69653], [-2.67253, 5.05500, 3.22927], [-1.52009, 4.11394, 2.45825], [0.20072, 5.61596, 2.37023], [0.58706, 6.49059, 3.79227], [-0.96108, 6.82942, 3.03750], [-0.65231, 2.05148, 3.71141], [-0.67731, 2.61295, 5.26686], [-0.43794, -5.42758, 2.85251], [0.65916, -4.61687, 2.16363], [1.50155, -3.82746, 3.08665], [0.76464, -2.68874, 3.53386], [1.55041, -1.88211, 4.35099], [1.51319, -5.53920, 1.32343], [-0.00454, -6.16736, 3.53782], [-0.95875, -6.05162, 2.12442], [-1.04222, -4.71879, 3.38805], [0.25870, -3.93944, 1.38596], [2.41530, -3.47539, 2.53540], [1.73663, -4.39134, 3.97085], [2.39011, -1.45731, 3.80449], [1.92712, -2.33316, 5.29077], [0.88637, -1.07967, 4.68214], [1.92590, -6.32643, 1.83613], [2.34592, -4.99901, 1.13542], [-1.82653, -0.01339, 0.23226], [-0.67713, 0.10988, 1.18501], [0.54937, -0.73445, 0.83845], [1.23741, -0.43291, -0.35482], [2.20745, -1.36245, -0.60684], [-0.22405, 1.50885, 1.19702], [-1.44598, 0.19447, -0.76440], [-2.57134, 0.67890, 0.61168], [-2.21936, -1.03572, 0.25021], [-0.89847, -0.16292, 2.22088], [0.30219, -1.79025, 0.94256], [1.25583, -0.56644, 1.66537], [3.02827, -1.24010, 0.12133], [2.49644, -1.25231, -1.65604], [1.93893, -2.40668, -0.49520], [-0.38034, 1.89202, 0.26620], [0.78377, 1.45435, 1.30211]], "mulliken_charge": [-0.9569, 0.6523, -0.7877, -0.3303, -0.7699, -0.3073, 0.1313, 0.5128, 0.0060, 0.0375, 0.4408, 0.2471, 0.2843, 0.3390, 0.2792, -0.0558, 0.2360, -1.0701, -0.0199, -0.3807, -0.4099, -0.7195, -0.2865, 0.4588, -0.1117, 0.3077, 0.3921, 0.3702, 0.1222, 0.2793, 0.2934, 0.3205, 0.1902, 0.2705, -1.4007, 0.7738, -0.4164, -0.3794, -0.6071, -0.4628, 0.2092, 0.4753, 0.1522, 0.0101, -0.1048, 0.4527, 0.2870, 0.1062, 0.3046, 0.2788, 0.2987, -0.8259, 0.3495, 0.1166, -0.3731, -0.5399, -0.7280, 0.4969, -0.3407, 0.4115, 0.2913, -0.2479, 0.2205, 0.3230, 0.3286, -0.0023, 0.2846, 0.1572, -1.4805, 0.0797, -0.1151, -0.4107, -0.3902, -0.4626, 0.3873, 0.4162, 0.2967, 0.4343, -0.1357, 0.3991, 0.2935, 0.0382, 0.3180, 0.1827, 0.2634, -1.6664, 1.0220, 0.2423, -0.4401, -0.6388, -0.5639, 0.3570, 0.3615, 0.3347, -0.4325, 0.1938, 0.0653, 0.3261, 0.2372, 0.2637, 0.2819, 0.2598, -1.5440, 0.7975, -0.9994, -0.2723, -0.7327, -0.4536, 0.4740, 0.0684, 0.4408, 0.2667, 0.3395, 0.4366, 0.3146, 0.2732, 0.2451, 0.2420, 0.0753, -1.4296, 0.1985, -0.5323, -0.3882, -0.8152, -0.1785, 0.3631, 0.3401, 0.3859, 0.2839, 0.5298, 0.2000, 0.2892, 0.2837, 0.3262, -0.2102, 0.3203, -1.2822, 1.1221, -0.7581, 0.2191, -1.0577, -0.7380, 0.3572, 0.4420, 0.0686, -0.1939, 0.1909, 0.3818, 0.2581, 0.4209, 0.2376, 0.3109, 0.0939, -1.1328, 2.6433, -0.9946, 0.2582, -0.2018, -0.0195, 0.0302, 0.2518, 0.2271, -1.3468, -0.0361, 0.2471, -0.0134, -0.5175, 0.6112, 0.3290, -0.5288], "smiles": "COC[C@H](C)N.COC[C@H](C)N.COC[C@H](C)N.COC[C@H](C)N.COC[C@H](C)N.COC[C@H](C)N.COC[C@H](C)N.COC[C@H](C)N.COC[C@H](C)N.COC[C@H](C)N", "orbital_gap_ev": 9.15, "total_charge": 0, "homo_energy_ev": -8.56, "spin_multiplicity": 1}

Model x:
{"formula": "C40H110N10O10", "method": "ωB97M-V/def2-TZVPD", "species": ["C", "C", "C", "O", "C", "N", "H", "H", "H", "H", "H", "H", "H", "H", "H", "H", "H", "C", "C", "C", "O", "C", "N", "H", "H", "H", "H", "H", "H", "H", "H", "H", "H", "H", "C", "C", "C", "O", "C", "N", "H", "H", "H", "H", "H", "H", "H", "H", "H", "H", "H", "C", "C", "C", "O", "C", "N", "H", "H", "H", "H", "H", "H", "H", "H", "H", "H", "H", "C", "C", "C", "O", "C", "N", "H", "H", "H", "H", "H", "H", "H", "H", "H", "H", "H", "C", "C", "C", "O", "C", "N", "H", "H", "H", "H", "H", "H", "H", "H", "H", "H", "H", "C", "C", "C", "O", "C", "N", "H", "H", "H", "H", "H", "H", "H", "H", "H", "H", "H", "C", "C", "C", "O", "C", "N", "H", "H", "H", "H", "H", "H", "H", "H", "H", "H", "H", "C", "C", "C", "O", "C", "N", "H", "H", "H", "H", "H", "H", "H", "H", "H", "H", "H", "C", "C", "C", "O", "C", "N", "H", "H", "H", "H", "H", "H", "H", "H", "H", "H", "H"], "xyz": [[-1.12371, 1.40855, -2.74981], [-0.68723, 0.32188, -1.79602], [0.81878, 0.35867, -1.52621], [1.15258, -0.78084, -0.77469], [2.46728, -0.74089, -0.21856], [-1.47190, 0.50883, -0.52640], [-2.16210, 1.33590, -3.06256], [-0.59156, 1.39924, -3.71162], [-0.89493, 2.36627, -2.26704], [-0.95907, -0.66263, -2.19112], [1.11055, 1.31421, -1.07447], [1.32476, 0.25317, -2.50673], [3.25830, -0.73690, -0.99390], [2.72583, -1.66539, 0.31805], [2.54997, 0.11013, 0.46694], [-0.94601, 1.23182, -0.01170], [-1.38797, -0.32854, 0.11393], [-4.38822, 0.10004, -6.24558], [-4.59518, -1.35759, -6.65833], [-3.88587, -1.61032, -7.93354], [-4.43588, -2.72786, -8.51190], [-3.76548, -3.14907, -9.65375], [-3.97011, -2.15029, -5.59167], [-4.30876, 0.80917, -7.06838], [-3.45091, 0.14152, -5.69161], [-5.18769, 0.40382, -5.57014], [-5.67265, -1.51559, -6.74957], [-2.81918, -1.75438, -7.71324], [-3.94399, -0.72577, -8.58373], [-3.85530, -4.22977, -9.70615], [-2.69098, -2.88653, -9.63894], [-4.12566, -2.67408, -10.58003], [-4.20446, -3.14263, -5.70298], [-4.33546, -1.91575, -4.66996], [-1.36382, 5.06528, -0.65579], [-1.53776, 5.15420, 0.86592], [-0.91617, 6.36769, 1.50145], [-0.61606, 6.02788, 2.86838], [0.39100, 6.87363, 3.45340], [-2.88315, 4.96879, 1.24693], [-1.91560, 4.21764, -1.06673], [-0.31515, 4.88308, -0.90457], [-1.74796, 5.97102, -1.13840], [-0.89257, 4.36755, 1.28141], [-1.60518, 7.23815, 1.48461], [-0.02114, 6.66450, 0.93397], [0.01366, 7.89202, 3.58463], [1.35376, 6.76070, 2.93029], [0.63146, 6.45138, 4.43991], [-3.11536, 4.01648, 1.46753], [-3.08757, 5.52162, 2.07490], [-2.78932, 1.37828, 6.43682], [-3.88453, 2.06878, 5.63725], [-4.67998, 1.07714, 4.80262], [-3.83134, 0.38584, 3.88158], [-3.73355, 1.00597, 2.61070], [-4.84656, 2.65762, 6.58715], [-2.14889, 2.12866, 6.89197], [-2.27123, 0.63662, 5.83260], [-3.26628, 0.79285, 7.23315], [-3.40846, 2.85290, 5.02794], [-5.42047, 1.59235, 4.16513], [-5.19287, 0.33569, 5.40832], [-4.72573, 1.13134, 2.14918], [-3.06230, 0.38811, 2.01689], [-3.29396, 2.01696, 2.66197], [-5.51679, 3.24909, 6.08103], [-4.46414, 3.31555, 7.26496], [-1.13575, -3.96247, 2.83750], [-1.76674, -3.27552, 1.61464], [-3.21550, -2.99579, 1.86179], [-3.99675, -4.12869, 1.78222], [-4.34474, -4.75210, 3.02632], [-1.04203, -2.01162, 1.27433], [-0.11212, -4.33807, 2.67747], [-1.72529, -4.83148, 3.17739], [-0.96570, -3.28323, 3.68340], [-1.63532, -3.89115, 0.71918], [-3.54385, -2.24687, 1.13034], [-3.30968, -2.47045, 2.82768], [-4.37378, -4.00484, 3.85511], [-3.70620, -5.56024, 3.39918], [-5.40661, -5.04051, 3.00327], [-0.11031, -2.21227, 0.93678], [-0.81298, -1.37854, 2.06063], [7.39544, -1.32058, 3.47079], [6.55776, -2.46126, 2.92989], [6.11076, -3.45634, 3.98458], [7.20030, -3.82280, 4.74031], [6.83231, -4.59862, 5.84095], [5.37506, -1.96068, 2.20603], [8.36947, -1.72036, 3.75438], [6.96006, -0.91754, 4.39716], [7.50422, -0.49352, 2.77376], [7.20760, -3.01573, 2.21996], [5.66381, -4.32267, 3.49202], [5.39202, -2.90724, 4.61080], [6.15118, -5.42028, 5.57989], [6.32987, -4.07063, 6.68016], [7.77007, -4.95383, 6.28059], [5.70672, -1.25896, 1.53143], [4.97816, -2.65959, 1.57125], [-0.27526, 3.36158, -5.95173], [1.09180, 2.65186, -5.89729], [1.13543, 1.20869, -6.31603], [1.22435, 0.40526, -5.18621], [1.05678, -0.96790, -5.49535], [2.07667, 3.46055, -6.68056], [-0.36308, 4.02678, -6.82201], [-0.43401, 4.07075, -5.12887], [-1.15770, 2.71917, -5.99035], [1.42361, 2.66818, -4.84597], [2.00937, 1.08830, -6.98657], [0.27826, 0.90426, -6.93575], [1.93805, -1.34268, -6.05219], [0.19559, -1.15662, -6.14567], [1.01292, -1.50138, -4.55093], [2.07774, 4.40556, -6.32791], [2.99205, 3.02707, -6.56134], [-7.10137, -4.70657, -2.53238], [-5.80540, -5.34293, -2.08374], [-4.61792, -4.55620, -2.52301], [-3.43780, -5.11331, -2.06372], [-2.35718, -4.58643, -2.75485], [-5.83725, -5.60123, -0.64272], [-7.35066, -3.74079, -2.08100], [-7.88160, -5.37187, -2.14598], [-7.20265, -4.63808, -3.61501], [-5.78916, -6.33720, -2.54415], [-4.70388, -3.54620, -2.08252], [-4.54818, -4.46080, -3.61520], [-2.38887, -4.84943, -3.83140], [-1.42248, -5.00518, -2.38275], [-2.30140, -3.48814, -2.69158], [-5.12182, -6.29716, -0.43004], [-5.46450, -4.76287, -0.17390], [5.05394, 1.90548, -0.07144], [6.56536, 1.73783, 0.04730], [7.13112, 2.26891, 1.30498], [8.52183, 2.00145, 1.34055], [9.04528, 2.40938, 2.50897], [6.84186, 0.27456, 0.02561], [4.56218, 1.11942, 0.49346], [4.85599, 1.84371, -1.14822], [4.57339, 2.84014, 0.23250], [7.12583, 2.16815, -0.79026], [6.69323, 1.86386, 2.22912], [7.03488, 3.36667, 1.34662], [8.98895, 3.50244, 2.58878], [10.09922, 2.14506, 2.51023], [8.55668, 1.93973, 3.36712], [7.80067, 0.10465, 0.34302], [6.85133, -0.03022, -0.94962], [0.02557, 2.69295, 3.32884], [0.57051, 1.30418, 2.94609], [1.98344, 1.10061, 3.43067], [2.78643, 2.11522, 2.89335], [3.99099, 2.26056, 3.61391], [-0.32395, 0.18004, 3.39266], [-0.04034, 2.77859, 4.42161], [-0.90904, 3.00283, 2.86994], [0.74385, 3.44463, 2.96948], [0.50841, 1.30571, 1.84118], [2.38626, 0.10973, 3.17377], [2.00688, 1.18450, 4.53728], [3.77858, 2.29340, 4.68972], [4.47190, 3.16964, 3.27504], [4.61593, 1.37778, 3.41515], [-0.22395, 0.17915, 4.41932], [-1.30892, 0.39498, 3.26508]], "mulliken_charge": [-0.8832, 0.4715, -0.3580, -0.2319, -0.5556, -0.3049, 0.3911, -0.0672, -0.2343, 0.1665, 0.3313, 0.3254, 0.4433, 0.2063, 0.0353, -0.0389, 0.4062, -1.4073, 0.8183, -0.6707, -0.3249, -0.7252, -0.5215, 0.4097, 0.2149, 0.3920, 0.1665, 0.1324, 0.4023, 0.2600, 0.3167, 0.2512, 0.1423, 0.1788, -1.6001, 1.9130, -1.1830, -0.1221, -0.8901, -0.6879, 0.3988, 0.3615, 0.3280, -0.8410, 0.4207, 0.4212, 0.3123, 0.3448, 0.2539, 0.1798, 0.3378, -1.3784, 1.0505, -0.9817, -0.0911, -0.6050, -0.7759, 0.3827, 0.0937, 0.4412, 0.0631, 0.3625, 0.2884, 0.4906, -0.1512, 0.2986, 0.2445, 0.2609, -1.2925, 0.4701, -0.4239, -0.3046, -0.8147, 0.0376, 0.3882, 0.2725, 0.2484, 0.2608, 0.3187, 0.0354, 0.2743, 0.2935, 0.3098, 0.0548, -0.0957, -1.0864, 0.4315, -0.6754, -0.2842, -0.7715, -0.4299, 0.4316, 0.3000, 0.0943, 0.1443, 0.4024, 0.3120, 0.3037, 0.3044, 0.2526, 0.0604, 0.2348, -1.5162, 1.1699, -1.0800, -0.0658, -0.6006, -0.8478, 0.5250, 0.3030, 0.1852, 0.0846, 0.4072, 0.3404, 0.3210, 0.1526, 0.1659, 0.2493, 0.2435, -1.6648, 0.4599, -0.3200, -0.3406, -0.7487, -0.7234, 0.3283, 0.3909, 0.3963, 0.3802, 0.2528, 0.1137, 0.3997, 0.2954, 0.2383, 0.3589, 0.1827, -1.0580, 0.4240, -0.6771, -0.4130, -0.7268, -0.5634, -0.1256, 0.4134, 0.3953, 0.4341, 0.0353, 0.5766, 0.3054, 0.2644, 0.2823, 0.2146, 0.2348, -1.6108, 2.0645, -1.2698, -0.2147, -0.6479, -0.3611, 0.3404, 0.0823, 0.5216, -0.9656, 0.4396, 0.6868, 0.3967, 0.2324, 0.0880, 0.3279, -0.3001], "smiles": "COC[C@H](C)N.COC[C@H](C)N.COC[C@H](C)N.COC[C@H](C)N.COC[C@H](C)N.COC[C@H](C)N.COC[C@H](C)N.COC[C@H](C)N.COC[C@H](C)N.COC[C@H](C)N", "orbital_gap_ev": 9.04, "total_charge": 0, "homo_energy_ev": -8.53, "spin_multiplicity": 1}

Most favorable structure: model x. The second most favorable one is 11.0 kcal/mol above it.